Record 1
Computed, not measured: C6H5FO in the gas phase in a non-equilibrium geometry, with ωB97M-V with the def2-TZVPD basis set.

Cartesian coordinates (Å):
1 C -2.33924 -1.12200 -1.18608
2 C -0.95954 -1.07093 -1.14552
3 C 0.34726 -0.96813 -0.69429
4 O 1.26683 -1.75415 -0.90473
5 C 0.50620 0.24247 0.00009
6 C -0.67803 0.95368 0.26572
7 C 1.64921 0.61132 0.91786
8 F 1.53621 -0.19741 2.16209
9 H -3.30252 -1.35673 -1.48723
10 H -0.52113 1.80785 0.77935
11 H -1.68583 0.90444 -0.40392
12 H 1.47602 1.62169 1.20065
13 H 2.70456 0.32789 0.49602

As for the relative energy (zero: lowest compared OMol25 entry of this formula, charge and spin): 115.2 kcal/mol. For the gap between HOMO and LUMO, the calculation gives 9.15 eV. The spin multiplicity is 1. As for the SMILES: C#CC(=O)C(=C)CF. For the molecular weight, the calculation gives 112.103 g/mol.

Results of the Mulliken charge analysis, in e, for atoms 1 through 2: atom 1 (C): -0.478, atom 2 (C): 0.057



Record 2
Computed, not measured: 2 unconnected molecules or ions with the total composition CH3NO3P in a non-equilibrium geometry, with ωB97M-V with the def2-TZVPD basis set.

Cartesian coordinates (Å):
1 C -0.00958 1.68917 -0.45887
2 N -0.91675 -1.68982 -0.48960
3 O 1.75337 -0.97240 -0.76660
4 O -0.30401 2.65281 0.20959
5 O 0.57712 -0.78381 1.44655
6 P 0.42940 -0.85014 -0.18739
7 H 0.32552 1.76769 -1.49954
8 H -1.15823 -1.95510 -1.41912
9 H -0.16319 -0.36861 1.82903

As for the relative energy (zero: lowest compared OMol25 entry of this formula, charge and spin): 61.8 kcal/mol. For the gap between HOMO and LUMO (spin up / spin down), the calculation gives 7.16 / 7.16 eV. The spin multiplicity is 1. For the molecular weight, the calculation gives 108.013 g/mol. The charge is -1.

Results of the Mulliken charge analysis, in e, for atoms 1 through 2: atom 1 (C): -0.047, atom 2 (N): -0.701



Record 3
Computed, not measured: a molecular structure, C4H6O2 in a non-equilibrium geometry, with ωB97M-V with the def2-TZVPD basis set.

Cartesian coordinates (Å):
1 C 1.16626 -1.02416 -0.75949
2 C 0.42664 0.20002 -0.27348
3 O -1.06741 0.25234 -0.65643
4 C -1.40097 1.01934 0.54090
5 C -0.23671 0.19669 1.06549
6 O -0.18977 -0.64528 1.91910
7 H 2.13623 -1.16849 -0.25865
8 H 0.55516 -1.90753 -0.57302
9 H 1.37618 -0.92418 -1.82817
10 H 0.99557 1.12784 -0.48370
11 H -2.34534 0.83340 1.06758
12 H -1.31169 2.08650 0.30058

As for the relative energy (zero: lowest compared OMol25 entry of this formula, charge and spin): 52.1 kcal/mol. For the gap between HOMO and LUMO, the calculation gives 10.90 eV. The spin multiplicity is 1. For the molecular weight, the calculation gives 86.090 g/mol.

Results of the Mulliken charge analysis, in e, for atoms 1 through 2: atom 1 (C): -1.272, atom 2 (C): 0.256



Record 4
Computed, not measured: 3 unconnected molecules or ions with the total composition C3H10N2O2 in a non-equilibrium geometry, with ωB97M-V with the def2-TZVPD basis set.

Cartesian coordinates (Å):
1 C 0.46348 1.65227 -0.10376
2 N 0.49258 0.64119 -1.10008
3 C -0.48516 -0.39227 -0.95048
4 C -1.64669 -0.04361 -0.04347
5 N -1.94857 -1.07839 0.72921
6 O -2.19014 1.07956 -0.05014
7 H -0.31451 2.42742 -0.16619
8 H 0.50210 1.29898 0.93532
9 H 1.35772 2.26657 -0.27554
10 H 1.44752 0.19200 -1.11603
11 H -1.07618 -0.35790 -1.90105
12 H -0.00955 -1.34194 -0.68752
13 H 0.45529 -2.18909 1.93901
14 H 0.36415 -1.45527 1.84744
15 H -2.76962 -0.80233 1.28362
16 H 3.13313 -1.04349 -0.30825
17 O 2.22445 -0.85368 -0.03210

As for the relative energy (zero: lowest compared OMol25 entry of this formula, charge and spin): 218.6 kcal/mol. For the gap between HOMO and LUMO, the calculation gives 4.22 eV. The spin multiplicity is 1. For the molecular weight, the calculation gives 106.125 g/mol.

Results of the Mulliken charge analysis, in e, for atoms 1 through 2: atom 1 (C): -0.841, atom 2 (N): -0.064



What did the second record say?
Computed, not measured: 2 unconnected molecules or ions with the total composition CH3NO3P in a non-equilibrium geometry, with ωB97M-V with the def2-TZVPD basis set.

Cartesian coordinates (Å):
1 C -0.00958 1.68917 -0.45887
2 N -0.91675 -1.68982 -0.48960
3 O 1.75337 -0.97240 -0.76660
4 O -0.30401 2.65281 0.20959
5 O 0.57712 -0.78381 1.44655
6 P 0.42940 -0.85014 -0.18739
7 H 0.32552 1.76769 -1.49954
8 H -1.15823 -1.95510 -1.41912
9 H -0.16319 -0.36861 1.82903

As for the relative energy (zero: lowest compared OMol25 entry of this formula, charge and spin): 61.8 kcal/mol. For the gap between HOMO and LUMO (spin up / spin down), the calculation gives 7.16 / 7.16 eV. The spin multiplicity is 1. For the molecular weight, the calculation gives 108.013 g/mol. The charge is -1.

Results of the Mulliken charge analysis, in e, for atoms 1 through 2: atom 1 (C): -0.047, atom 2 (N): -0.701



Copy entry 3 word for word.
Computed, not measured: a molecular structure, C4H6O2 in a non-equilibrium geometry, with ωB97M-V with the def2-TZVPD basis set.

Cartesian coordinates (Å):
1 C 1.16626 -1.02416 -0.75949
2 C 0.42664 0.20002 -0.27348
3 O -1.06741 0.25234 -0.65643
4 C -1.40097 1.01934 0.54090
5 C -0.23671 0.19669 1.06549
6 O -0.18977 -0.64528 1.91910
7 H 2.13623 -1.16849 -0.25865
8 H 0.55516 -1.90753 -0.57302
9 H 1.37618 -0.92418 -1.82817
10 H 0.99557 1.12784 -0.48370
11 H -2.34534 0.83340 1.06758
12 H -1.31169 2.08650 0.30058

As for the relative energy (zero: lowest compared OMol25 entry of this formula, charge and spin): 52.1 kcal/mol. For the gap between HOMO and LUMO, the calculation gives 10.90 eV. The spin multiplicity is 1. For the molecular weight, the calculation gives 86.090 g/mol.

Results of the Mulliken charge analysis, in e, for atoms 1 through 2: atom 1 (C): -1.272, atom 2 (C): 0.256



Question: Number 4 is which compound?
Answer: C3H10N2O2



Question: Among the records above, which one has the lowest relative energy (zero: lowest compared OMol25 entry of this formula, charge and spin)?
Answer: C4H6O2